ORCA calculation (ωB97M-V/def2-TZVPD) on a 2-piece molecular cluster, C4H6N2O overall at a distorted geometry.

SMILES	[H]/N=C/OC=C.C#N
HOMO-LUMO gap	0.36328	Eh
maximum force	1.6	eV Å⁻¹
energy relative to the best compared isomer or geometry (same formula, charge and spin)	388.9	kJ/mol

Each line ends with the Löwdin charge.
Element x y z (Å)
N1 2.2638 -1.1008 -0.3960  0.125
C1 2.2272 -0.0841 0.3448  -0.306
O1 1.0913 0.5084 0.7384  -0.033
C2 -0.0776 0.2815 0.0695  -0.206
C3 -1.1587 0.7753 0.6858  0.002
C4 -2.5546 -0.3701 -0.9314  -0.150
N2 -3.4974 -0.8279 -0.4479  0.084
H1 3.2324 -1.3757 -0.5381  0.057
H2 3.0414 0.4890 0.7896  0.136
H3 0.0396 -0.3281 -0.8338  0.100
H4 -1.7230 0.0373 -1.4810  0.059
H5 -1.1633 0.8059 1.7665  0.084
H6 -1.9771 1.3004 0.2330  0.050